Record 1
132
Properties=species:S:1:pos:R:3 method="wB97M-V/def2-TZVPD" multiplicity=2 charge=+1 s2=0.7545 gap_ev="6.79 / 2.51" relative_energy_kcal_mol=21.3
C 4.924 1.671 0.795
C 5.545 1.729 2.189
N 5.773 3.100 2.661
C 4.756 4.179 2.409
C 3.550 4.014 3.404
C 6.579 3.265 3.855
C 7.678 4.257 3.599
H 3.865 1.921 0.725
H 4.855 0.681 0.343
H 5.416 2.323 0.073
H 4.903 1.245 2.925
H 6.511 1.236 2.088
H 5.087 5.173 2.709
H 4.485 4.216 1.354
H 2.744 4.746 3.346
H 3.072 3.081 3.106
H 3.949 3.939 4.416
H 7.171 2.361 3.999
H 5.976 3.524 4.725
H 7.380 5.305 3.650
H 8.147 4.093 2.629
H 8.527 4.061 4.253
C 2.308 -3.453 5.706
C 1.357 -3.123 4.539
N 1.917 -1.946 3.985
C 0.879 -0.901 3.882
C 0.200 -0.480 5.243
C 2.649 -2.136 2.804
C 3.935 -3.029 2.954
H 3.360 -3.175 5.646
H 2.305 -4.498 6.017
H 1.854 -3.076 6.622
H 1.258 -4.009 3.912
H 0.361 -3.000 4.964
H 1.160 0.035 3.400
H 0.137 -1.292 3.186
H -0.187 -1.116 6.040
H 0.906 0.175 5.754
H -0.644 0.193 5.095
H 2.905 -1.243 2.235
H 2.071 -2.744 2.107
H 4.463 -3.361 2.060
H 3.733 -4.011 3.381
H 4.654 -2.630 3.670
C 4.973 1.378 -3.869
C 4.473 0.173 -3.189
N 5.423 -0.693 -2.583
C 6.263 -1.462 -3.512
C 5.416 -2.444 -4.313
C 6.438 0.067 -1.795
C 7.148 -0.722 -0.685
H 4.238 1.712 -4.602
H 5.762 1.083 -4.561
H 5.459 2.177 -3.309
H 3.881 0.440 -2.313
H 3.794 -0.358 -3.856
H 6.713 -0.841 -4.287
H 7.162 -1.944 -3.125
H 4.915 -3.133 -3.632
H 4.845 -2.133 -5.188
H 6.201 -2.973 -4.852
H 5.912 0.908 -1.342
H 7.143 0.634 -2.403
H 6.264 -1.037 -0.129
H 7.735 -0.116 0.005
H 7.742 -1.546 -1.080
C -9.174 2.858 -3.395
C -8.870 2.509 -1.951
N -7.624 1.903 -1.687
C -6.521 2.901 -1.676
C -5.298 2.174 -2.107
C -7.538 1.199 -0.408
C -8.498 -0.056 -0.472
H -8.817 2.060 -4.046
H -8.515 3.668 -3.706
H -10.214 3.155 -3.529
H -9.011 3.356 -1.279
H -9.668 1.777 -1.822
H -6.517 3.494 -0.761
H -6.704 3.762 -2.318
H -5.021 1.616 -1.213
H -4.542 2.865 -2.482
H -5.529 1.509 -2.939
H -6.524 0.876 -0.174
H -7.826 1.818 0.442
H -8.481 -0.478 -1.477
H -8.146 -0.756 0.285
H -9.536 0.156 -0.213
C -2.462 -4.309 -1.750
C -3.874 -4.646 -2.297
N -5.098 -4.211 -1.612
C -6.430 -4.812 -2.224
C -7.413 -5.148 -1.104
C -5.300 -2.795 -1.412
C -5.271 -2.025 -2.760
H -2.031 -4.850 -0.907
H -2.197 -3.253 -1.704
H -1.737 -4.592 -2.513
H -3.925 -4.262 -3.315
H -4.004 -5.723 -2.405
H -6.978 -4.122 -2.866
H -6.186 -5.719 -2.777
H -8.169 -5.831 -1.492
H -6.923 -5.734 -0.327
H -7.928 -4.264 -0.725
H -4.573 -2.356 -0.729
H -6.205 -2.651 -0.821
H -4.301 -2.227 -3.215
H -5.373 -0.955 -2.579
H -6.076 -2.303 -3.440
C 1.203 0.449 0.250
C 0.664 1.501 -0.818
N -0.687 1.864 -0.554
C -1.641 0.726 -0.794
C -1.629 0.204 -2.240
C -1.043 2.704 0.599
C -0.171 3.936 0.856
H 1.493 0.899 1.199
H 2.074 -0.130 -0.058
H 0.416 -0.289 0.408
H 1.285 2.380 -0.989
H 0.798 0.993 -1.773
H -1.392 -0.076 -0.100
H -2.683 0.906 -0.527
H -0.813 -0.468 -2.505
H -2.469 -0.473 -2.395
H -1.722 0.946 -3.033
H -1.074 2.069 1.485
H -1.996 3.209 0.442
H -0.302 4.533 -0.047
H 0.874 3.631 0.908
H -0.525 4.440 1.755



Record 2
144
Properties=species:S:1:pos:R:3 method="wB97M-V/def2-TZVPD" multiplicity=1 smiles=COCCNCCOC.COCCNCCOC.COCCNCCOC.COCCNCCOC.COCCNCCOC.COCCNCCOC gap_ev=9.15 relative_energy_kcal_mol=285.5
C -15.737 -26.308 18.696
O -15.567 -25.702 19.949
C -15.909 -24.345 20.003
C -16.707 -24.045 21.270
N -18.078 -24.467 21.212
C -18.946 -23.492 20.617
C -20.333 -24.033 20.453
O -20.348 -25.198 19.657
C -21.557 -25.391 18.995
H -15.769 -27.376 18.886
H -14.935 -26.027 18.007
H -16.702 -26.015 18.260
H -16.490 -23.967 19.139
H -14.997 -23.726 19.931
H -16.652 -22.958 21.410
H -16.201 -24.471 22.141
H -18.186 -25.304 20.640
H -18.565 -23.104 19.650
H -19.014 -22.623 21.276
H -21.045 -23.234 20.190
H -20.693 -24.296 21.474
H -22.401 -25.336 19.690
H -21.515 -26.392 18.570
H -21.681 -24.673 18.178
C -19.988 -12.309 17.922
O -19.124 -11.210 18.141
C -18.494 -11.189 19.417
C -17.015 -11.270 19.262
N -16.591 -12.637 19.056
C -15.167 -12.745 18.832
C -14.748 -14.181 18.698
O -15.556 -14.735 17.700
C -15.146 -15.974 17.211
H -20.919 -12.130 18.455
H -19.493 -13.236 18.214
H -20.135 -12.311 16.847
H -18.774 -12.111 19.956
H -18.855 -10.367 20.044
H -16.442 -10.745 20.028
H -16.775 -10.707 18.334
H -17.085 -13.072 18.287
H -14.636 -12.308 19.688
H -14.781 -12.183 17.956
H -14.830 -14.736 19.656
H -13.675 -14.261 18.438
H -14.442 -15.817 16.383
H -16.011 -16.518 16.864
H -14.598 -16.481 18.012
C -8.034 -21.004 24.485
O -8.818 -19.981 24.025
C -10.029 -20.411 23.380
C -9.769 -20.983 22.009
N -10.961 -21.350 21.314
C -11.442 -22.651 21.766
C -12.543 -23.180 20.869
O -12.118 -23.639 19.638
C -11.549 -24.896 19.707
H -7.290 -21.403 23.785
H -8.640 -21.861 24.815
H -7.507 -20.613 25.356
H -10.751 -19.587 23.313
H -10.538 -21.123 24.057
H -9.062 -21.822 22.174
H -9.184 -20.281 21.409
H -10.702 -21.456 20.335
H -11.819 -22.658 22.791
H -10.626 -23.404 21.753
H -13.269 -22.379 20.692
H -13.126 -23.959 21.389
H -10.836 -24.978 20.544
H -10.915 -25.054 18.834
H -12.323 -25.663 19.783
C -18.247 -21.460 15.330
O -18.252 -20.480 16.384
C -17.620 -20.872 17.559
C -17.331 -19.724 18.440
N -16.018 -19.137 18.299
C -14.974 -20.097 18.693
C -13.670 -19.296 18.771
O -13.783 -18.328 19.795
C -12.690 -18.345 20.656
H -19.281 -21.754 15.126
H -17.745 -22.387 15.643
H -17.717 -21.061 14.469
H -16.699 -21.466 17.396
H -18.199 -21.620 18.144
H -17.555 -19.960 19.484
H -18.095 -18.967 18.213
H -15.915 -18.451 19.052
H -14.868 -20.873 17.941
H -15.173 -20.465 19.718
H -13.556 -18.791 17.798
H -12.788 -19.920 18.952
H -12.720 -19.247 21.275
H -12.777 -17.476 21.301
H -11.773 -18.365 20.065
C -17.604 -13.314 26.897
O -17.325 -14.479 26.234
C -17.610 -14.341 24.851
C -17.320 -15.652 24.226
N -17.474 -15.564 22.783
C -16.997 -16.730 22.138
C -18.026 -17.841 22.219
O -17.506 -18.967 21.566
C -18.076 -20.188 21.967
H -18.699 -13.203 26.991
H -17.274 -12.448 26.307
H -17.159 -13.337 27.881
H -16.931 -13.582 24.430
H -18.658 -14.049 24.740
H -18.076 -16.355 24.585
H -16.307 -15.978 24.510
H -17.082 -14.718 22.371
H -16.075 -17.072 22.656
H -16.666 -16.573 21.109
H -18.966 -17.461 21.802
H -18.134 -18.128 23.275
H -18.230 -20.162 23.050
H -17.297 -20.919 21.761
H -18.972 -20.391 21.381
C -5.673 -14.035 17.647
O -6.362 -13.839 16.436
C -5.738 -14.399 15.297
C -5.890 -15.898 15.236
N -7.307 -16.202 15.226
C -7.569 -17.627 15.428
C -9.049 -17.893 15.563
O -9.408 -17.875 16.918
C -10.785 -18.109 17.156
H -6.090 -14.896 18.185
H -5.812 -13.127 18.227
H -4.603 -14.234 17.516
H -4.694 -14.060 15.207
H -6.243 -13.950 14.439
H -5.367 -16.388 16.069
H -5.501 -16.226 14.268
H -7.751 -15.670 15.975
H -7.029 -18.112 16.257
H -7.272 -18.137 14.499
H -9.423 -18.796 15.058
H -9.575 -17.064 15.049
H -11.363 -17.995 16.230
H -11.208 -17.372 17.849
H -10.870 -19.100 17.610



Record 3
159
Properties=species:S:1:pos:R:3 method="wB97M-V/def2-TZVPD" multiplicity=1 gap_ev=9.12
O 1.151 -1.547 0.223
H 1.552 -0.714 -0.036
H 1.495 -2.270 -0.307
H 0.195 -1.494 0.301
C 1.199 -2.410 -3.639
F 1.609 -1.651 -4.681
F 0.506 -1.617 -2.735
F 0.357 -3.332 -4.095
S 2.766 -3.243 -2.859
O 2.960 -4.540 -3.592
O 3.773 -2.268 -3.000
N 2.180 -3.422 -1.188
S 2.722 -4.811 -0.847
O 1.980 -5.951 -1.409
O 4.232 -4.896 -0.930
C 2.389 -4.771 1.191
F 2.785 -5.889 1.758
F 2.989 -3.641 1.626
F 1.025 -4.523 1.308
C 5.163 0.091 -4.837
C 6.693 -0.075 -4.710
C 7.085 -1.215 -3.752
O 8.470 -1.575 -3.935
C 9.346 -0.784 -3.078
N 7.046 -0.287 -6.090
H 4.623 -0.703 -5.353
H 4.865 1.056 -5.245
H 4.552 0.052 -3.936
H 7.140 0.861 -4.377
H 6.442 -2.038 -4.063
H 6.848 -1.003 -2.710
H 10.370 -1.074 -3.314
H 9.070 -1.191 -2.106
H 9.255 0.292 -3.230
H 8.016 -0.568 -6.094
H 6.645 -1.211 -6.164
C 3.718 1.624 0.705
C 4.079 0.605 -0.425
C 4.594 -0.705 0.266
O 5.881 -0.478 0.781
C 6.574 -1.553 1.284
N 2.855 0.149 -1.088
H 4.560 1.876 1.349
H 2.913 1.341 1.383
H 3.484 2.617 0.321
H 4.685 1.112 -1.175
H 4.699 -1.546 -0.418
H 3.928 -1.162 0.998
H 7.184 -2.092 0.559
H 5.966 -2.144 1.969
H 7.237 -1.149 2.049
H 2.231 0.833 -1.491
H 3.251 -0.248 -1.928
C -3.492 -2.220 1.139
C -2.116 -2.276 0.627
C -1.867 -3.205 -0.476
O -1.733 -4.538 0.012
C -1.394 -5.433 -1.011
N -1.589 -0.991 0.343
H -3.517 -1.434 1.893
H -3.719 -3.097 1.745
H -4.318 -2.097 0.439
H -1.509 -2.678 1.438
H -0.994 -2.873 -1.038
H -2.632 -3.406 -1.226
H -2.191 -5.710 -1.701
H -1.002 -6.390 -0.668
H -0.638 -5.162 -1.749
H -2.128 -0.937 -0.510
H -1.948 -0.211 0.875
C 2.254 2.794 -3.215
C 0.860 2.893 -2.552
C -0.178 3.622 -3.412
O -1.367 3.845 -2.638
C -2.618 4.234 -3.428
N 0.424 1.560 -2.224
H 2.684 3.769 -3.448
H 2.236 2.041 -4.003
H 3.054 2.557 -2.514
H 0.952 3.605 -1.732
H -0.260 3.026 -4.321
H 0.187 4.581 -3.778
H -2.344 4.687 -4.381
H -3.150 4.941 -2.791
H -3.307 3.452 -3.749
H -0.501 1.618 -1.823
H 0.122 1.160 -3.100
C -6.146 1.411 1.259
O -4.923 0.927 1.816
C -3.859 1.776 1.474
C -2.701 1.496 2.484
N -1.522 2.112 1.949
C -1.654 3.553 1.985
C -0.209 4.135 1.754
O 0.850 3.675 2.719
C 0.457 3.996 4.052
H -6.370 2.451 1.498
H -6.970 0.857 1.708
H -6.192 1.237 0.184
H -4.082 2.842 1.471
H -3.540 1.409 0.498
H -2.526 0.452 2.744
H -3.103 1.837 3.438
H -0.802 1.872 2.615
H -2.176 3.960 2.851
H -2.115 4.041 1.126
H -0.273 5.223 1.770
H 0.170 3.927 0.753
H 0.240 5.039 4.282
H 1.324 3.593 4.576
H -0.380 3.384 4.389
C 0.139 -0.053 4.642
O -0.520 0.956 5.469
C -0.796 0.434 6.735
C -1.504 1.580 7.477
N -1.776 1.411 8.941
C -2.886 0.440 9.238
C -3.505 0.805 10.558
O -4.220 2.036 10.577
C -4.826 2.355 11.757
H -0.404 -0.971 4.419
H 1.057 -0.402 5.115
H 0.480 0.442 3.732
H 0.135 0.159 7.232
H -1.555 -0.346 6.675
H -2.423 1.781 6.926
H -0.863 2.459 7.548
H -2.097 2.261 9.381
H -2.607 -0.593 9.033
H -3.637 0.533 8.453
H -2.781 0.748 11.371
H -4.169 0.000 10.873
H -4.389 1.920 12.656
H -5.867 2.052 11.645
H -4.867 3.426 11.959
C -5.076 -0.969 -2.387
O -3.743 -0.646 -1.981
C -3.136 0.578 -2.632
C -3.046 0.489 -4.210
N -1.947 -0.401 -4.640
C -2.180 -0.975 -5.961
C -3.221 -2.056 -5.965
O -4.569 -1.631 -5.699
C -5.345 -1.081 -6.791
H -5.839 -0.191 -2.377
H -5.295 -1.869 -1.813
H -5.104 -1.278 -3.432
H -2.118 0.441 -2.269
H -3.479 1.546 -2.267
H -2.882 1.471 -4.656
H -4.007 0.212 -4.643
H -1.703 -1.006 -3.868
H -1.248 -1.350 -6.382
H -2.491 -0.121 -6.563
H -2.800 -2.872 -5.379
H -3.117 -2.415 -6.989
H -6.257 -0.668 -6.359
H -5.726 -1.941 -7.342
H -4.879 -0.355 -7.456



We obtain energy values of -1753.6230 -2656.6955 -4388.5684 hartree for the records listed above, in that order.